Here is 17 unconnected molecules or ions with the total composition C96H112Cl9N16 from OMol25. Energies are from ωB97M-V with the def2-TZVPD basis set.

- Max |F|: 0.0769 Eh/bohr
- LUMO level: -12.49 eV
- Charge: +7

```
233
Properties=species:S:1:pos:R:3:forces:R:3
C 1.468 -5.912 0.872 -0.3 0.3 -0.2
N 2.134 -7.181 0.478 0.3 -1.1 0.2
C 1.469 -8.371 0.561 1.0 1.7 0.6
C 2.075 -9.548 0.208 -1.1 -1.0 0.2
C 3.351 -9.648 -0.291 0.7 1.7 -0.1
C 4.000 -8.363 -0.402 0.4 -2.4 -0.4
C 3.426 -7.211 0.007 -1.7 1.0 0.2
C 4.003 -10.968 -0.578 0.7 -0.7 0.2
C 3.558 -12.173 -0.023 0.7 -0.5 -0.1
C 4.292 -13.377 -0.245 0.3 1.4 1.1
N 5.454 -13.363 -0.901 0.0 1.1 -1.8
C 5.894 -12.243 -1.544 -2.0 1.1 1.1
C 5.178 -11.059 -1.333 0.7 -0.1 -0.8
C 6.268 -14.589 -1.092 -0.7 0.4 -0.5
H 0.563 -6.048 1.463 0.1 -0.7 -0.1
H 1.145 -5.410 -0.040 0.1 0.0 -0.1
H 2.114 -5.266 1.466 0.4 -0.3 -0.3
H 0.524 -8.365 1.085 -0.2 0.1 -0.4
H 1.439 -10.401 0.392 0.1 -0.3 -0.2
H 4.994 -8.250 -0.809 0.1 -0.2 0.1
H 3.971 -6.282 -0.076 -0.3 0.2 0.0
H 2.726 -12.122 0.663 -0.1 -0.6 -0.1
H 4.174 -14.334 0.241 -1.0 0.1 0.2
H 6.729 -12.270 -2.228 0.2 -0.3 0.3
H 5.555 -10.172 -1.821 0.1 0.0 -0.1
H 6.709 -14.433 -2.076 0.7 -0.3 0.4
H 5.590 -15.430 -1.235 0.2 -0.1 0.6
H 6.929 -14.601 -0.225 0.2 -0.7 -0.4
C 3.093 -4.286 5.147 1.7 0.2 0.1
N 1.835 -3.904 4.622 -1.3 3.0 -0.3
C 0.883 -4.788 4.668 -3.9 -0.1 0.2
C -0.463 -4.389 4.451 1.0 1.2 -1.0
C -0.738 -3.056 3.993 0.4 -1.5 0.9
C 0.344 -2.174 3.831 -0.6 -1.0 0.5
C 1.591 -2.598 4.219 0.0 -0.5 0.2
C -2.137 -2.636 3.778 -2.1 -1.5 -1.6
C -2.692 -1.411 4.059 0.2 0.4 -0.3
C -4.027 -1.091 3.698 1.0 0.3 1.3
N -4.816 -1.996 3.143 -0.9 -1.1 0.2
C -4.362 -3.223 2.845 2.4 -0.2 0.0
C -3.019 -3.555 3.138 -0.9 0.2 -0.1
C -6.289 -1.796 2.873 0.7 0.8 -0.6
H 3.679 -4.368 4.231 1.1 -0.3 0.7
H 2.950 -5.178 5.757 0.4 0.0 -0.4
H 3.469 -3.488 5.787 0.3 -0.1 -0.3
H 1.105 -5.770 5.058 0.1 0.0 -0.1
H -1.278 -5.080 4.609 0.1 -0.1 0.1
H 0.143 -1.165 3.505 0.3 0.1 0.0
H 2.369 -1.852 4.290 0.8 -0.5 0.0
H -1.961 -0.768 4.527 -0.8 1.0 0.2
H -4.511 -0.164 3.969 0.3 0.5 -0.1
H -5.055 -3.837 2.290 0.2 -0.4 0.1
H -2.645 -4.527 2.849 -0.2 0.0 -0.2
H -6.886 -2.624 3.255 0.4 0.1 0.2
H -6.354 -1.746 1.786 -0.3 0.2 -0.1
H -6.585 -0.821 3.261 0.0 -0.2 0.0
C -3.785 3.075 0.636 0.4 0.1 0.8
N -2.579 2.194 0.902 1.7 -0.2 0.2
C -2.691 0.857 0.830 0.7 0.7 -0.2
C -1.549 0.010 0.838 -1.0 0.4 0.2
C -0.261 0.513 0.984 -0.9 0.5 -0.8
C -0.184 1.914 1.027 0.0 1.3 1.2
C -1.289 2.733 1.091 -3.1 -1.2 -1.1
C 0.913 -0.388 0.944 0.4 -0.6 -0.4
C 0.834 -1.640 0.329 0.3 -0.6 -0.8
C 1.897 -2.546 0.300 -0.6 1.7 0.2
N 3.064 -2.191 0.859 0.2 0.7 -0.3
C 3.194 -0.951 1.425 1.0 -0.9 -0.8
C 2.161 -0.055 1.466 -0.9 0.0 0.8
C 4.254 -3.066 0.667 -0.1 0.2 1.0
H -3.994 3.051 -0.434 0.1 -0.1 -0.1
H -3.586 4.083 1.000 0.4 0.1 -0.3
H -4.646 2.732 1.210 0.3 -0.6 -0.2
H -3.716 0.537 0.716 -0.3 -0.5 -0.2
H -1.734 -1.043 0.685 0.0 -0.3 0.1
H 0.702 2.519 1.151 0.6 -0.4 -0.1
H -1.342 3.809 1.174 0.8 0.2 0.0
H 0.024 -1.938 -0.321 -0.6 -0.1 0.5
H 1.800 -3.457 -0.273 0.4 -0.1 0.0
H 4.191 -0.683 1.743 0.1 -0.3 0.4
H 2.255 0.850 2.047 0.4 0.2 -0.2
H 4.790 -2.785 -0.239 -0.3 0.0 -0.1
H 3.875 -4.087 0.701 0.2 0.1 -0.4
H 4.901 -2.921 1.533 0.2 0.2 0.2
C 9.329 -10.121 -9.210 0.9 -0.9 -2.1
N 8.762 -8.901 -8.696 0.4 0.1 3.3
C 7.602 -8.370 -9.145 2.6 -0.7 0.0
C 6.963 -7.453 -8.378 -1.5 1.1 1.0
C 7.352 -7.113 -7.047 1.1 -1.6 -1.7
C 8.545 -7.745 -6.626 -0.6 1.1 0.4
C 9.259 -8.578 -7.434 -1.4 -0.5 -1.5
C 6.680 -6.165 -6.156 -1.6 2.2 -1.1
C 6.837 -6.163 -4.800 0.2 -0.3 1.5
C 6.349 -5.135 -3.946 -0.1 -2.4 -2.0
N 5.629 -4.203 -4.522 0.6 1.8 0.4
C 5.337 -4.172 -5.855 0.5 0.2 1.1
C 5.856 -5.106 -6.695 0.5 -1.0 0.2
C 5.413 -2.982 -3.664 -1.6 -0.5 -0.3
H 9.176 -10.169 -10.288 -0.3 -0.1 0.0
H 8.906 -11.014 -8.749 -0.2 0.2 0.1
H 10.415 -10.149 -9.123 -0.1 0.2 0.4
H 7.391 -8.687 -10.156 -0.7 0.2 0.0
H 6.070 -7.093 -8.867 -0.2 0.4 0.4
H 8.908 -7.516 -5.635 0.3 -0.1 -0.1
H 10.113 -9.136 -7.080 0.2 0.1 -0.3
H 7.325 -7.029 -4.378 0.2 0.2 0.4
H 6.413 -5.161 -2.868 0.3 0.2 -0.1
H 4.756 -3.308 -6.146 0.0 -0.1 -0.2
H 5.631 -5.008 -7.747 0.1 -0.1 -0.1
H 5.350 -3.362 -2.644 0.3 0.5 -0.1
H 4.403 -2.648 -3.902 0.2 0.3 0.1
H 6.150 -2.207 -3.873 0.1 -0.3 0.2
C -15.020 1.131 6.052 -1.0 0.4 -0.5
N -13.744 1.466 5.458 1.6 -0.5 -0.5
C -12.622 1.094 6.079 1.5 0.5 -1.1
C -11.340 1.369 5.506 -2.2 -0.2 1.5
C -11.252 2.079 4.322 -0.7 0.1 -0.4
C -12.464 2.298 3.580 -0.5 -0.9 2.1
C -13.683 1.928 4.192 1.5 1.3 -0.9
C -9.962 2.700 3.908 0.9 0.0 -0.9
C -8.774 1.975 3.630 0.0 2.7 -0.5
C -7.723 2.729 3.015 -0.8 2.0 1.1
N -7.795 4.128 2.886 -1.0 -2.1 0.8
C -8.942 4.811 3.286 2.5 -0.7 -2.4
C -10.006 4.111 3.683 -1.5 -1.8 0.9
C -6.610 4.882 2.393 0.0 0.5 0.7
H -14.950 0.959 7.126 0.2 -0.3 -0.3
H -15.339 0.290 5.436 -0.6 -0.2 0.7
H -15.670 1.993 5.897 -0.2 -0.2 0.0
H -12.766 0.606 7.032 0.3 0.1 0.1
H -10.538 1.134 6.191 0.5 0.1 -0.4
H -12.535 2.779 2.616 0.3 0.0 0.0
H -14.603 2.146 3.670 -0.2 -0.2 0.2
H -8.604 0.940 3.884 -0.2 -0.1 -0.4
H -6.784 2.288 2.716 0.1 -0.1 -0.2
H -8.987 5.830 2.932 0.1 0.2 0.6
H -10.949 4.616 3.827 0.0 0.1 0.1
H -5.874 4.908 3.197 0.2 -0.8 -0.2
H -6.846 5.944 2.327 -0.4 -0.2 -0.6
H -6.222 4.477 1.459 -0.2 0.1 0.2
C 6.159 6.392 4.634 0.2 -1.6 1.1
N 4.712 6.122 4.882 -0.6 0.9 -0.2
C 4.134 6.587 6.028 -1.1 -0.6 -1.8
C 2.721 6.548 6.137 0.6 -0.5 0.7
C 1.899 5.905 5.205 0.8 1.1 -0.7
C 2.617 5.401 4.078 -1.7 0.0 -0.1
C 3.956 5.552 3.889 0.6 0.2 1.8
C 0.367 6.040 5.227 0.2 0.0 -0.4
C -0.399 5.163 4.440 -0.9 0.9 -0.1
C -1.755 5.479 4.167 2.1 -1.1 0.6
N -2.290 6.525 4.756 -0.5 -0.1 0.7
C -1.690 7.237 5.694 2.7 1.1 0.2
C -0.307 7.123 5.872 -0.2 -1.3 -0.7
C -3.595 6.977 4.300 0.1 -0.7 0.0
H 6.386 6.181 3.589 0.0 0.6 0.2
H 6.668 5.638 5.235 0.3 -0.3 -0.2
H 6.527 7.313 5.087 -0.6 0.4 -0.7
H 4.832 7.010 6.735 -0.3 0.2 0.2
H 2.268 6.977 7.018 0.2 0.1 0.2
H 2.085 5.000 3.228 -0.3 -0.1 -0.1
H 4.466 5.163 3.020 0.1 0.3 0.0
H 0.037 4.315 3.932 0.0 0.0 0.1
H -2.448 4.888 3.586 0.3 -0.2 -0.4
H -2.218 8.056 6.162 -0.2 -0.1 -0.1
H 0.219 7.911 6.391 0.0 -0.2 0.3
H -4.091 6.046 4.026 -0.6 0.5 -0.1
H -3.340 7.553 3.411 -0.9 0.3 0.0
H -4.033 7.483 5.161 -0.4 0.2 -0.6
C 2.147 12.066 -6.034 1.3 0.0 -0.3
N 1.183 11.147 -5.457 -2.2 0.5 -0.9
C -0.105 11.253 -6.001 1.1 -1.0 1.7
C -1.113 10.382 -5.558 1.3 1.8 -0.6
C -0.765 9.448 -4.614 0.5 -0.9 0.1
C 0.576 9.296 -4.210 -0.3 -0.6 -0.3
C 1.535 10.171 -4.617 -0.4 0.2 -0.7
C -1.784 8.497 -4.146 -0.5 -0.7 0.2
C -2.946 8.952 -3.497 0.5 0.3 -0.5
C -3.872 8.076 -2.980 1.4 -1.7 -0.5
N -3.557 6.742 -3.027 1.2 2.4 -0.7
C -2.390 6.283 -3.615 -2.1 0.2 0.1
C -1.569 7.119 -4.338 -0.7 0.5 1.3
C -4.541 5.828 -2.514 0.1 -1.1 0.4
H 1.782 13.089 -5.946 0.0 -0.2 -0.6
H 2.358 11.641 -7.016 -0.3 0.9 -0.4
H 3.130 12.029 -5.565 -0.3 -0.2 0.6
H -0.224 12.040 -6.730 -0.1 0.0 0.0
H -2.110 10.454 -5.967 0.0 0.0 0.0
H 0.986 8.412 -3.744 -0.7 0.0 0.7
H 2.579 10.041 -4.373 0.0 0.3 0.0
H -3.150 10.012 -3.449 0.1 0.1 0.2
H -4.818 8.341 -2.532 0.1 0.0 0.1
H -2.271 5.211 -3.558 -0.2 -0.4 -0.1
H -0.823 6.670 -4.978 0.3 0.3 0.2
H -4.962 5.320 -3.381 -0.1 -0.3 0.3
H -5.280 6.356 -1.911 0.2 -0.1 -0.1
H -3.944 5.164 -1.888 -0.7 -0.5 0.0
C 2.600 6.329 -1.925 -0.6 0.2 -0.2
N 2.164 4.918 -1.827 0.4 -1.4 -0.2
C 3.058 3.914 -1.671 -0.9 -0.1 0.3
C 2.679 2.570 -1.814 0.7 1.4 -0.6
C 1.383 2.239 -2.245 1.3 -1.0 0.6
C 0.455 3.273 -2.265 0.1 0.4 -0.1
C 0.879 4.582 -2.073 0.1 0.4 0.0
C 1.087 0.778 -2.606 0.6 0.2 -0.4
C -0.183 0.285 -2.379 -0.5 -1.7 -1.4
C -0.515 -1.016 -2.854 0.5 1.2 1.0
N 0.414 -1.833 -3.455 -2.4 0.3 0.5
C 1.588 -1.371 -3.758 2.4 2.9 1.1
C 2.000 -0.053 -3.279 -0.8 -1.0 -0.9
C -0.029 -3.168 -3.914 -0.5 -0.8 0.3
H 2.396 6.591 -2.963 -0.1 0.3 0.1
H 3.662 6.527 -1.778 0.0 -0.8 0.3
H 2.028 6.917 -1.208 -0.2 0.0 0.0
H 4.044 4.265 -1.405 0.2 -0.4 -0.1
H 3.515 1.890 -1.738 -0.1 -0.7 0.1
H -0.587 3.115 -2.500 -0.4 -0.1 -0.2
H 0.222 5.433 -2.176 -0.2 -0.1 0.1
H -0.907 1.000 -2.018 -0.7 -0.5 0.2
H -1.511 -1.412 -2.722 0.0 -0.2 0.0
H 2.192 -2.053 -4.338 0.3 0.3 0.1
H 2.954 0.370 -3.557 0.3 -0.5 0.0
H 0.730 -3.837 -4.320 0.6 1.0 -0.5
H -0.865 -3.003 -4.594 0.1 -0.3 0.1
H -0.300 -3.797 -3.066 -0.7 0.6 0.4
Cl 0.462 6.191 1.100 0.3 -0.6 -0.1
Cl -4.256 2.547 4.117 0.1 0.0 -0.2
Cl 2.833 -4.957 -2.454 0.2 0.0 0.3
Cl 5.320 -0.302 -1.576 -0.7 -0.2 -0.1
Cl -6.458 0.697 0.266 0.3 0.0 0.8
Cl -4.287 6.831 0.772 0.1 -0.2 0.1
Cl -1.996 -4.041 -0.581 0.7 0.4 0.4
Cl -3.494 2.582 -3.205 0.9 0.3 0.4
Cl 5.592 -1.989 3.944 -1.0 -0.2 -0.4
```
Forces are in eV/Å.